DFT (wB97M-V/def2-TZVPD) results for a structure of composition C34H40IN6O3PbSSe2.

```
88
Properties=species:S:1:pos:R:3
Pb 2.440 -1.130 0.691
O 0.594 -2.898 -2.347
C 0.712 -1.841 -1.759
N 0.403 -1.609 -0.431
C -0.535 -2.419 0.191
O -1.444 -2.982 -0.383
C -0.472 -2.455 1.699
C -1.465 -3.116 2.399
C -1.412 -3.110 3.787
C -0.372 -2.450 4.416
C 0.588 -1.823 3.633
N 0.535 -1.818 2.303
C 1.327 -0.648 -2.461
C 1.580 -0.710 -3.820
C 2.183 0.384 -4.428
C 2.519 1.481 -3.652
C 2.236 1.448 -2.294
N 1.637 0.414 -1.701
H -2.244 -3.629 1.854
H -2.170 -3.622 4.366
H -0.288 -2.426 5.493
H 1.429 -1.316 4.092
H 1.316 -1.603 -4.370
H 2.396 0.374 -5.489
H 3.002 2.347 -4.083
H 2.503 2.283 -1.656
C -4.104 5.252 0.730
Se -3.060 3.681 1.169
C -3.286 3.657 3.129
C -1.961 3.931 3.810
Se -0.698 2.477 3.487
C 0.920 3.468 3.906
H -5.030 5.266 1.297
H -4.292 5.234 -0.341
H -3.483 6.105 0.991
H -3.692 2.673 3.362
H -4.036 4.414 3.357
H -2.136 4.023 4.881
H -1.515 4.863 3.460
H 0.878 3.812 4.935
H 1.044 4.303 3.222
H 1.751 2.776 3.796
S 4.680 -2.755 -3.537
C 3.858 -2.817 -2.045
N 3.948 -1.766 -1.283
C 4.748 -0.795 -1.886
C 5.112 0.435 -1.330
C 5.918 1.277 -2.063
C 6.372 0.914 -3.340
C 6.042 -0.305 -3.893
C 5.227 -1.158 -3.147
H 3.286 -3.691 -1.772
H 4.797 0.710 -0.330
H 6.228 2.224 -1.643
H 7.013 1.590 -3.889
H 6.418 -0.597 -4.864
N 1.410 -5.115 -0.411
C 2.207 -4.683 0.556
O 2.473 -3.471 0.716
C 2.802 -5.697 1.481
I 1.730 -5.631 3.323
H 0.946 -4.468 -1.050
H 1.200 -6.097 -0.495
H 3.831 -5.437 1.704
H 2.734 -6.712 1.104
C -1.284 2.027 -1.548
N -1.526 0.657 -1.035
C -2.187 -0.193 -2.072
C -2.229 0.646 0.308
C -3.698 1.001 0.281
C -4.603 -0.017 -0.016
C -5.972 0.205 -0.032
C -6.474 1.457 0.278
C -5.603 2.482 0.617
C -4.233 2.256 0.614
H -0.711 1.958 -2.469
H -0.724 2.593 -0.808
H -2.244 2.498 -1.755
H -0.611 0.197 -0.846
H -3.157 0.231 -2.317
H -2.283 -1.210 -1.696
H -1.552 -0.191 -2.956
H -1.639 1.291 0.960
H -2.126 -0.372 0.681
H -4.227 -1.011 -0.224
H -6.645 -0.607 -0.273
H -7.540 1.638 0.278
H -6.012 3.446 0.885
```

- Energy above the lowest of the compared OMol25 structures with the same formula, charge and spin: 9.3 kcal/mol
- Highest occupied orbital energy: -15.4 eV
- Charge: +3
- Calculated total energy: -7564.6962 Eh
- LUMO energy: -0.267 hartree
- Orbital gap: 8.09 eV
- Spin multiplicity: 1